# 1
C4H10N2O | wB97M-V/def2-TZVPD

Results
Net charge   0
SMILES   C[C@@H](CN)NC=O
Gap between HOMO and LUMO   10.294 eV

XYZ file:
```
17
Properties=species:S:1:pos:R:3:forces:R:3:nbo_charge:R:1
C 0.78132 0.49135 -1.34017 -0.06 -0.65 1.51 -0.63
C -0.20578 -0.38821 -0.57720 -0.23 0.61 2.48 -0.03
C 0.44050 -1.45398 0.40319 -0.79 -0.34 -2.23 -0.23
N 0.93662 -2.50008 -0.52326 0.73 -0.34 -0.23 -0.84
N -1.16894 0.46318 0.18097 -1.19 -0.55 -0.33 -0.63
C -1.03875 1.56879 0.96974 0.97 0.81 -1.76 0.52
O 0.00087 2.10081 1.29465 0.29 -0.53 0.56 -0.61
H 1.39354 -0.30360 -1.72481 0.87 0.41 -1.14 0.20
H 1.40658 1.13104 -0.65248 -0.95 -0.49 -0.86 0.24
H 0.16847 1.01988 -2.07045 0.72 0.23 -0.19 0.22
H -0.79508 -0.98906 -1.30258 0.11 0.50 0.49 0.20
H 1.26011 -1.02872 0.97679 -0.35 0.13 0.45 0.20
H -0.38904 -1.94919 0.96403 0.85 0.87 0.16 0.20
H 1.89711 -2.79576 -0.37336 -0.19 -0.02 0.61 0.36
H 1.00718 -2.13419 -1.46294 -0.32 -0.01 -0.16 0.34
H -2.12395 0.31616 -0.10754 -0.03 -0.05 0.20 0.39
H -1.97069 2.14687 1.06653 -0.42 -0.58 0.44 0.11
```
Positions in Å, forces in eV/Å.

=====

# 2
C4H10N2O | wB97M-V/def2-TZVPD

Results
Net charge   0
Gap between HOMO and LUMO (alpha / beta)   7.790 / 7.788 eV

XYZ file:
```
17
Properties=species:S:1:pos:R:3:forces:R:3:nbo_charge:R:1
C -0.96585 1.62690 0.02146 0.04 -0.15 0.08 -0.43
C -1.29081 -0.79962 -0.33123 0.02 0.11 0.12 -0.43
N -0.92548 0.27598 0.60906 -0.42 -0.11 -0.24 -0.48
H -1.55234 0.23410 1.40995 0.05 0.01 -0.05 0.39
H -0.25271 1.65749 -0.79944 -0.02 0.01 -0.01 0.25
H -0.66195 2.34549 0.78155 0.01 -0.01 -0.02 0.22
H -1.97172 1.86760 -0.32912 0.06 -0.01 0.01 0.20
H -1.09543 -1.75552 0.15321 0.00 0.01 -0.01 0.23
H -2.34503 -0.73308 -0.60936 0.06 0.00 -0.01 0.20
H -0.65668 -0.70839 -1.20909 -0.03 0.01 -0.02 0.23
C 0.63938 -0.03931 1.39643 0.56 -0.82 0.68 0.40
C 2.24654 -0.86104 -0.87456 -0.14 -0.07 0.20 -0.13
N 1.81933 0.30385 -0.74301 -0.13 0.63 0.73 -0.63
O 0.73961 -1.16576 1.75272 -0.35 0.76 -0.25 -0.56
H 1.38696 0.58880 0.65750 0.30 -0.39 -1.27 0.27
H 2.11990 -1.65002 -0.09821 0.07 0.04 0.03 0.13
H 2.76628 -1.18746 -1.78787 -0.09 -0.01 0.03 0.15
```
Positions in Å, forces in eV/Å.

=====

# 3
C4H10N2O | wB97M-V/def2-TZVPD

Results
Net charge   0
SMILES   [H]/N=C(\C)[C@@H](C)NO
Gap between HOMO and LUMO (alpha / beta)   8.597 / 8.597 eV

XYZ file:
```
17
Properties=species:S:1:pos:R:3:forces:R:3:nbo_charge:R:1
H 1.02057 -2.48064 0.26402 0.27 0.19 -0.33 0.33
N 1.26843 -1.50357 0.43602 -0.59 1.16 -2.05 -0.64
C 0.60631 -0.70629 -0.37249 0.29 -3.46 1.38 0.28
C -0.37748 -1.25416 -1.37561 0.27 0.11 -0.22 -0.69
C 0.58346 0.72264 -0.02762 -1.45 -0.53 3.36 -0.06
C -0.36664 1.66760 -0.72064 -0.04 0.00 0.09 -0.64
N 0.19393 0.44668 1.71422 2.55 3.87 -1.01 -0.41
O -0.96403 -0.00225 2.38673 -0.03 -0.84 -0.92 -0.59
H -0.32757 -0.68895 -2.30862 -0.18 -0.02 0.00 0.22
H -1.39021 -1.18657 -0.96946 0.02 0.09 -0.08 0.24
H -0.16150 -2.30119 -1.59918 -0.02 0.13 0.08 0.22
H 1.59938 1.11560 0.03936 -0.23 0.07 0.53 0.23
H -0.06104 1.82717 -1.76200 0.01 -0.14 0.11 0.22
H -1.39330 1.29289 -0.71996 0.14 0.03 0.02 0.22
H -0.35534 2.64990 -0.23969 0.02 -0.24 0.06 0.24
H 1.05616 -0.02884 1.99503 -1.14 -0.62 -0.18 0.35
H -0.93112 0.42998 3.25991 0.11 0.23 -0.84 0.47
```
Positions in Å, forces in eV/Å.

=====

# 4
C4H10N2O | wB97M-V/def2-TZVPD

Results
Net charge   0
SMILES   CNCC(=O)NC
Gap between HOMO and LUMO   9.415 eV

XYZ file:
```
17
Properties=species:S:1:pos:R:3:forces:R:3:nbo_charge:R:1
C -1.46237 -1.67874 -1.53454 -0.83 -2.06 2.68 -0.46
N -0.34335 -1.66534 -0.58064 1.57 -0.15 -0.17 -0.63
C -0.02123 -0.31219 -0.18572 0.20 -0.08 0.01 -0.32
C 0.87905 -0.19201 1.03950 -0.64 -1.85 -0.35 0.68
O 1.08796 -1.17264 1.74074 0.11 0.86 0.06 -0.62
N 1.37245 1.05039 1.25438 -0.19 0.72 0.40 -0.61
C 0.84103 2.24059 0.59960 0.30 -0.31 -0.89 -0.42
H -1.87584 -2.66261 -1.80704 1.09 -0.49 0.29 0.20
H -2.24602 -1.44430 -0.78934 -0.98 1.65 -1.78 0.19
H -1.21428 -1.30072 -2.50781 -0.31 1.42 0.06 0.22
H -0.48403 -2.17450 0.28561 -0.27 -0.38 -0.36 0.38
H -0.92289 0.27304 0.09895 0.12 0.13 -0.50 0.17
H 0.53660 0.14278 -0.99728 -0.35 0.52 -0.33 0.20
H 1.62265 1.24586 2.21293 0.31 -0.42 0.00 0.40
H 1.50279 3.04928 0.88000 -0.40 0.44 0.38 0.22
H -0.22869 2.39593 0.78076 0.28 0.33 0.31 0.19
H 0.95618 2.20517 -0.49011 0.00 -0.32 0.18 0.20
```
Positions in Å, forces in eV/Å.

=====

# 5
C4H10N2O | wB97M-V/def2-TZVPD

Results
Net charge   0
Gap between HOMO and LUMO   9.467 eV

XYZ file:
```
17
Properties=species:S:1:pos:R:3:forces:R:3:nbo_charge:R:1
C 0.17749 -0.21469 -0.03111 -0.04 0.08 0.20 0.34
C 0.96894 -2.42278 -0.69090 0.00 0.07 0.11 -0.42
C -1.71492 1.96910 0.76910 -0.11 0.36 -0.10 -0.72
N 0.93375 -0.99211 -0.95531 0.03 -0.01 0.07 -0.63
C -0.50028 2.13854 -0.08418 1.47 -0.71 -2.76 0.05
O 0.56451 -0.32260 1.33638 0.04 -0.07 0.05 -0.73
N 0.30374 1.18919 -0.46413 0.62 -2.36 1.28 -0.56
H 1.43709 0.08138 1.43035 -0.05 0.01 -0.03 0.47
H 1.85846 -0.59448 -1.07816 -0.09 0.03 -0.02 0.36
H -0.86019 -0.56547 -0.04314 0.04 0.01 0.00 0.15
H 0.05355 2.33628 -1.16730 -2.01 2.57 1.29 0.40
H 1.55162 -2.91291 -1.47026 -0.04 -0.01 0.02 0.20
H 1.39203 -2.68260 0.28753 -0.02 0.01 -0.07 0.18
H -0.04935 -2.81549 -0.72906 0.03 -0.02 -0.02 0.19
H -1.61856 1.13593 1.46883 0.12 0.10 -0.07 0.24
H -1.92637 2.89285 1.30757 -0.03 -0.09 0.05 0.24
H -2.57150 1.77987 0.11378 0.05 0.02 0.00 0.24
```
Positions in Å, forces in eV/Å.

=====

# 6
C4H10N2O | wB97M-V/def2-TZVPD

Results
Net charge   0
SMILES   CNCC(=O)NC
Gap between HOMO and LUMO   10.495 eV

XYZ file:
```
17
Properties=species:S:1:pos:R:3:forces:R:3:nbo_charge:R:1
C 1.43079 -0.91121 0.75873 -2.17 1.83 1.80 -0.43
N 1.18504 0.60091 0.62642 1.96 -2.63 -0.25 -0.60
C 0.89336 0.87189 -0.77610 -1.57 1.67 0.12 -0.34
C -0.39469 0.25222 -1.41334 1.12 -1.60 -0.07 0.67
O -0.23344 -0.24530 -2.56411 -1.25 1.51 2.90 -0.62
N -1.51145 -0.04570 -0.63167 0.16 -0.79 -0.50 -0.63
C -2.02175 0.15838 0.74615 1.26 -0.70 1.24 -0.41
H 0.87102 -1.38489 0.00574 -0.09 -1.09 -1.09 0.20
H 2.45927 -1.07726 0.83113 1.58 -0.77 -0.59 0.19
H 1.02364 -1.23488 1.71309 -0.17 -0.09 0.16 0.19
H 2.20338 0.79013 0.67879 -1.07 1.32 0.24 0.36
H 1.56921 0.56733 -1.52846 1.40 -0.68 -0.44 0.21
H 0.96018 1.95695 -0.76307 -0.72 0.38 -0.75 0.22
H -1.96186 -0.82907 -1.05807 -0.47 -0.19 -0.57 0.39
H -1.56172 1.12057 1.07173 -0.87 -0.79 0.26 0.23
H -1.77570 -0.71008 1.57709 0.04 1.97 -2.28 0.19
H -3.13528 0.12001 0.72594 0.87 0.64 -0.19 0.21
```
Positions in Å, forces in eV/Å.

=====

# 7
C4H10N2O | wB97M-V/def2-TZVPD

Results
Net charge   0
SMILES   NC[C@H](N)CC=O
Gap between HOMO and LUMO   10.207 eV

XYZ file:
```
17
Properties=species:S:1:pos:R:3:forces:R:3:nbo_charge:R:1
N -1.21517 0.87780 2.18242 2.95 0.79 1.91 -0.81
C -0.02879 0.84966 1.29365 0.99 -1.60 -1.23 -0.20
C -0.11321 -0.29179 0.10976 -1.22 1.86 2.81 -0.06
N 0.60095 -1.39432 0.64589 -0.44 -1.15 -0.34 -0.85
C 0.37233 0.28265 -1.22544 -1.32 -0.03 -2.46 -0.54
C 0.19320 -0.74944 -2.35241 -1.04 1.02 -2.49 0.41
O -0.22973 -0.53281 -3.49150 0.40 1.20 1.59 -0.53
H -1.88058 1.06427 1.51720 -2.76 0.67 -1.35 0.34
H -1.16050 1.74202 2.81816 -0.08 -1.74 -1.31 0.36
H 0.08532 1.75510 0.71643 0.29 0.77 0.24 0.16
H 0.93440 0.55297 1.79809 -1.09 0.81 -0.05 0.18
H -1.16616 -0.63262 0.16402 0.26 0.46 -0.86 0.20
H 1.55588 -1.20377 0.86184 0.57 -0.38 -0.17 0.36
H 0.37074 -2.28493 0.21311 0.71 0.27 0.19 0.37
H -0.09915 1.21062 -1.72250 0.13 -1.21 1.42 0.24
H 1.41434 0.54360 -1.21043 0.80 -0.10 0.40 0.23
H 0.36613 -1.78900 -2.31828 0.85 -1.63 1.70 0.13
```
Positions in Å, forces in eV/Å.

=====

# 8
C4H10N2O | wB97M-V/def2-TZVPD

Results
Net charge   0
SMILES   CNCCNC=O
Gap between HOMO and LUMO   9.808 eV

XYZ file:
```
17
Properties=species:S:1:pos:R:3:forces:R:3:nbo_charge:R:1
C -2.25167 0.72316 -0.82993 -0.73 0.06 0.06 -0.41
N -1.16699 1.06777 0.06650 0.66 -1.21 0.59 -0.64
C -0.85054 -0.06813 0.96643 0.77 0.36 -1.81 -0.24
C 0.64750 -0.10146 1.34003 -1.59 0.07 1.61 -0.24
N 1.51952 0.22833 0.27141 1.11 -0.41 -0.89 -0.61
C 1.63630 -0.52507 -0.85514 -1.14 0.18 0.81 0.53
O 1.08730 -1.59434 -1.00528 0.27 -0.15 -0.28 -0.62
H -1.99146 0.00112 -1.60909 0.71 0.19 0.07 0.20
H -2.61286 1.61717 -1.34040 -0.15 -0.07 0.12 0.20
H -3.07280 0.19671 -0.31718 -0.23 0.47 0.08 0.16
H -1.30978 1.88180 0.63196 -0.53 0.51 -0.15 0.35
H -1.00985 -0.92811 0.31212 -0.28 -0.28 0.55 0.21
H -1.43783 -0.09612 1.88719 -0.21 -0.19 -0.11 0.18
H 0.72317 0.55243 2.21789 0.71 0.35 -0.50 0.20
H 0.79555 -1.09175 1.78312 0.49 -0.10 -0.46 0.21
H 2.02333 1.08715 0.17552 -0.26 0.46 0.65 0.40
H 2.18773 0.02615 -1.62113 0.40 -0.25 -0.35 0.11
```
Positions in Å, forces in eV/Å.

=====

# 9
C4H10N2O | wB97M-V/def2-TZVPD

Results
Net charge   0
Gap between HOMO and LUMO   8.708 eV

XYZ file:
```
17
Properties=species:S:1:pos:R:3:forces:R:3:nbo_charge:R:1
C -0.68342 -0.28248 -1.60902 0.36 -0.07 1.37 -0.09
C 1.55364 -0.84070 0.82959 -0.16 -0.26 -0.01 -0.71
C -1.38992 -0.27305 0.43185 -0.38 -0.23 -1.13 -0.80
N -0.00049 0.85204 -1.70245 -0.37 0.61 -0.43 -0.22
C 0.70228 0.38787 0.82875 0.92 1.13 -0.74 0.56
O 0.96497 1.09977 -0.82760 -0.13 -0.88 0.89 -0.47
N 0.71731 1.24912 1.72854 -0.48 -0.49 -0.10 -0.72
H -0.50073 1.68598 -2.00287 -0.01 -0.15 0.26 0.36
H 0.14436 2.07211 1.56866 0.16 0.03 -0.15 0.36
H -1.59807 -0.33728 -2.18555 0.04 0.02 0.05 0.21
H -0.10040 -1.18297 -1.49572 -0.03 -0.10 0.00 0.20
H 1.50022 -1.31736 1.81030 -0.02 0.14 -0.02 0.24
H 2.58767 -0.56583 0.62663 -0.03 0.08 0.01 0.24
H 1.24886 -1.57007 0.08452 -0.06 0.05 -0.07 0.21
H -2.12527 -0.93924 -0.02638 -0.18 0.01 0.02 0.20
H -1.16886 -0.74305 1.38687 0.29 0.08 -0.04 0.22
H -1.85216 0.70514 0.55386 0.09 0.02 0.10 0.19
```
Positions in Å, forces in eV/Å.

=====

# 10
C4H10N2O | wB97M-V/def2-TZVPD

Results
Net charge   0
SMILES   C=CN(CC)NO
Gap between HOMO and LUMO   9.558 eV

XYZ file:
```
17
Properties=species:S:1:pos:R:3:forces:R:3:nbo_charge:R:1
C 1.91411 1.27068 0.09391 -0.25 1.04 0.88 -0.51
C 0.65337 0.83308 0.13471 -0.52 2.66 0.00 -0.02
N 0.12683 0.00791 -0.85792 0.54 0.35 1.25 -0.31
C -1.22461 -0.49091 -0.54767 -1.79 -1.57 0.44 -0.23
C -2.05728 0.07360 0.78494 -0.08 1.21 -3.20 -0.62
N 0.97489 -1.06259 -1.08026 1.22 -1.33 -0.92 -0.18
O 1.09417 -1.75624 0.11566 0.77 -1.59 1.68 -0.61
H 2.52035 0.99461 -0.75319 0.46 -0.10 0.16 0.19
H 2.25580 2.08891 0.76860 -0.25 -1.00 -0.59 0.22
H -0.13724 1.32961 0.75156 1.31 -0.64 -0.22 0.20
H -1.20070 -1.64974 -0.66731 -0.08 2.06 0.86 0.23
H -1.77983 -0.17503 -1.39435 -1.00 0.29 -0.69 0.19
H -3.15019 -0.28179 0.81548 1.80 0.53 -0.40 0.23
H -1.56503 -0.23397 1.64517 0.80 -0.68 1.72 0.20
H -1.99833 1.24393 0.77814 -0.57 -2.19 -0.10 0.20
H 1.96461 -0.90414 -1.41361 -1.89 0.78 0.36 0.36
H 1.60907 -1.28793 0.82613 -0.46 0.16 -1.23 0.46
```
Positions in Å, forces in eV/Å.

=====

Largest force on an atom per entry: 2.56 1.36 4.74 3.48 3.51 3.50 3.60 2.26 1.64 3.42 eV/Å